(1)
Computed, not measured: a molecular structure, C15H24N4O5W, with ωB97M-V/def2-TZVPD.

The geometry in XYZ format:
```
49
Properties=species:S:1:pos:R:3:forces:R:3
W -0.051397 -0.266129 0.061930 2.1985 -1.4349 0.0701
O 4.137633 1.012377 0.649833 -0.3687 -0.6650 -0.5907
O 1.460340 2.494764 -0.402109 0.0970 0.4255 0.2834
O -0.515766 1.525665 0.228914 1.3320 0.4529 -0.2647
O 1.676740 -0.512292 0.118916 -2.1099 0.6963 -0.2216
O 0.174306 0.021011 2.176893 0.7771 0.6820 0.7770
N 0.068529 -0.100457 -2.066264 -0.4806 0.1636 -0.1821
N -2.287167 -0.366112 0.267477 -0.2754 0.0402 -0.1150
N -0.348962 -2.274679 0.125120 -0.0639 -0.7792 0.1431
N 0.072207 -4.406851 -0.282915 0.0099 0.0260 -0.0118
C 0.400499 -3.184843 -0.598349 0.0828 0.1016 0.1084
C 1.083382 2.143594 2.017778 -0.2225 0.3029 -0.1212
C 3.183242 0.893727 1.208910 1.1019 1.3210 0.9493
C -0.899297 -4.367343 0.712984 -0.0459 -0.0385 0.0123
C -1.190098 -0.478218 -2.870327 0.1575 -0.0578 0.0496
C -0.081471 1.443252 2.722771 -0.3261 -0.3359 0.0400
C 1.533558 -0.084641 2.908096 -0.2513 -0.2821 -0.2693
C 2.288079 1.174281 2.348971 -1.0942 -0.8079 -0.4739
C 0.623851 -5.654301 -0.869321 -0.0271 0.0685 0.0259
C -1.162800 -3.074742 0.962448 -0.1418 0.1096 -0.1155
C -2.965045 -0.744456 -1.055508 0.0044 -0.0199 0.1214
C 0.082177 1.281778 4.214945 -0.0935 0.1261 0.0383
C 1.142496 0.174275 4.343631 0.2290 -0.0146 0.0521
C 0.790962 2.207780 0.514143 -0.3270 -0.2641 -0.0009
C -2.442001 0.085455 -2.222118 -0.0193 0.1082 0.0281
H -2.678896 -0.986947 0.975119 -0.0166 0.0591 0.0286
H -4.036628 -0.605528 -0.915252 0.0152 0.0594 -0.0022
H -2.273076 1.124056 -1.913064 -0.0931 0.0291 -0.0669
H 1.969425 -1.057323 2.699262 0.0394 0.0548 -0.1426
H 0.815002 -6.347822 -0.053752 0.0201 -0.0284 -0.0320
H -1.070194 1.747409 2.400735 0.0618 0.1553 0.0197
H 0.873278 -0.608844 -2.443145 -0.0117 0.0236 -0.0217
H -1.809997 -2.665758 1.718968 -0.0197 -0.0181 -0.0134
H -3.223669 0.161179 -2.980734 0.0184 -0.1623 -0.0195
H -2.635024 0.565055 0.508294 -0.0391 -0.0396 0.0494
H -2.784395 -1.810013 -1.199472 -0.0746 0.0035 -0.0659
H 2.016684 0.475284 4.922735 -0.0146 -0.0441 0.0530
H 0.377847 2.228898 4.669372 0.0017 -0.0070 0.0097
H 0.742622 -0.727140 4.802892 0.0025 -0.0237 -0.0439
H 0.270054 0.886713 -2.276153 0.0440 -0.0274 -0.0294
H 2.982950 1.607293 3.077740 0.0100 -0.0274 0.0827
H -1.205087 -1.567836 -2.904728 -0.0538 0.0103 -0.0810
H -0.861745 0.988293 4.668514 0.0033 0.0203 0.0167
H -1.292999 -5.270128 1.156271 -0.0135 0.0134 0.0158
H -1.038088 -0.104942 -3.882413 -0.0023 0.0597 0.0248
H 1.288109 3.146443 2.403086 -0.0592 0.0468 -0.1152
H -0.116697 -6.063921 -1.554080 0.0261 -0.0486 0.0036
H 1.547608 -5.416400 -1.388729 -0.0042 -0.0426 -0.0299
H 1.155624 -2.940417 -1.330312 0.0174 0.0092 0.0273
```
Forces are in eV/Å.

Calculated values
2S+1 = 1
total charge = +4
DFT total energy = -33924.2766 eV

(2)
Computed, not measured: a single C15H24N6O molecule, with ωB97M-V/def2-TZVPD.

The geometry in XYZ format:
```
46
Properties=species:S:1:pos:R:3:forces:R:3
O 3.046273 -0.401707 0.965454 -0.4489 0.2010 0.1725
N 2.299356 -2.569039 2.597389 -0.3491 1.1695 -1.1669
N -1.754037 3.928464 -1.881814 -1.2820 -0.2822 0.2884
N 0.858597 -3.466789 4.100464 -1.8947 -0.8117 1.4326
N -1.100307 0.783579 -0.536512 -0.0242 -0.3177 0.2049
N 1.038994 0.697310 1.174903 0.9975 -1.4833 -0.0597
N 2.985406 -3.362147 4.699277 2.1642 -0.0341 0.2331
C -1.302683 -3.082320 -2.222176 -0.5515 0.0787 -0.1728
C -2.344107 -1.187545 -1.056337 -0.5375 -2.1152 -0.6349
C 2.032352 -3.129886 3.781098 -2.7028 -0.3789 -0.2997
C 0.084960 2.307185 -2.109555 -0.1260 -0.4003 -0.4198
C -0.105016 -2.366350 -2.363905 -1.6248 0.7290 1.0206
C 1.301571 -1.720246 1.923096 0.7436 0.2911 0.6184
C -0.726223 3.071230 0.165136 -0.3694 -0.4080 -0.8429
C -1.204570 2.853046 -2.700130 -0.0169 0.2047 0.2225
C -0.069285 -1.066455 -1.814243 0.8403 -0.5393 -0.4450
C 1.885650 -0.408958 1.341192 0.4983 -0.0477 -0.6854
C 1.237899 1.550966 -0.017454 -0.3651 -1.4867 -0.1263
C -2.031433 3.551525 -0.465222 1.1334 0.5697 -1.1240
C -1.144249 -0.482370 -1.124334 0.5070 0.0542 -0.6104
C -2.441316 -2.509121 -1.599177 1.3200 1.4617 0.0144
C -0.127731 1.878970 -0.661266 -0.3239 0.4803 0.9144
H -3.407344 -3.013435 -1.577814 0.3784 -0.0035 0.0388
H 3.920023 -3.481471 4.315877 -0.2221 -0.1067 0.5253
H 1.822581 1.016427 -0.781333 0.1228 -0.0805 0.5067
H -2.766799 2.743206 -0.451787 -0.2202 0.2973 -0.1209
H -2.027122 1.026461 -0.229306 0.2231 0.3876 0.1059
H 0.119421 -3.351897 3.423140 0.3275 0.1856 -0.2325
H -1.046949 3.248694 -3.721609 -0.1416 -0.3649 0.4421
H -1.202603 4.769054 -1.971164 0.0634 0.0230 0.2631
H -0.884468 2.796062 1.195270 0.1042 -0.3350 0.5117
H 0.824154 -2.304710 1.150667 -0.2242 0.1540 -0.6206
H 0.439315 1.484293 -2.737529 -0.0315 -0.1645 0.2259
H 0.080851 0.457309 1.381123 -0.2191 0.2352 -0.2324
H 0.543527 -1.458179 2.639668 -0.4276 0.0353 0.4449
H 0.733733 -2.816669 -2.888910 -0.0826 0.3181 0.1485
H 1.801910 2.436747 0.236248 -0.0723 0.3794 0.0462
H 2.658901 -4.054099 5.359982 0.3405 0.0427 -0.0651
H -1.373798 -4.057088 -2.703495 -0.1008 0.1103 0.2913
H 3.239463 -2.393620 2.435066 1.7653 0.8946 -0.8299
H -2.439991 4.421716 0.064052 0.0216 -0.2688 -0.1467
H 0.875143 3.038699 -2.147106 0.3367 0.5660 0.0617
H -0.005788 3.883538 0.141430 0.1287 0.1270 0.0219
H -3.248377 -0.760705 -0.616622 0.3504 0.0574 0.0061
H 0.846399 -0.510380 -1.985489 -0.0908 0.0800 0.2929
H -1.922286 2.010705 -2.726244 0.0828 0.4958 -0.2193
```
Forces are in eV/Å.

Calculated values
2S+1 = 1
total charge = 0
energy above the lowest of the compared OMol25 structures with the same formula, charge and spin = 14.2 kcal per mole
DFT total energy = -26932.6985 eV
SMILES = [H]/N=C(/N)NCC(=O)NCC1(Nc2ccccc2)CCNCC1

(3)
Computed, not measured: a single C15H24O3 molecule, with ωB97M-V/def2-TZVPD.

The geometry in XYZ format:
```
42
Properties=species:S:1:pos:R:3:forces:R:3
O 3.186170 -0.849501 -2.223431 -0.0647 -0.6085 -0.3810
O 0.424675 -1.826108 0.830338 -0.2968 1.8515 -1.4187
O 3.588796 1.953195 -1.696973 1.5617 -1.9914 -1.3440
C 0.764891 -0.425531 -2.244200 -2.0035 3.4024 3.6774
C 1.296053 2.135213 -1.138517 -0.2145 1.7399 -1.1575
C -0.949845 -1.322580 2.453626 -4.4833 0.0273 0.4830
C -0.182998 0.299606 -1.500717 0.6643 -4.5420 -0.5800
C -2.128758 -1.993524 2.434289 0.7537 -1.8645 0.3703
C -2.774594 -2.648218 3.710679 2.7271 1.1567 -0.9477
C 2.224180 0.691690 -3.774857 -0.5216 1.0735 0.5414
C 2.454583 1.204637 -1.367304 -1.4057 -0.2106 1.5097
C -0.298160 1.614225 0.733617 -1.2931 0.0929 -0.1530
C -0.147548 -0.851096 1.337182 3.1025 -2.1857 1.6351
C -2.810769 -2.450655 1.176758 -0.1669 0.3299 0.8168
C 0.468074 0.573223 1.464787 -0.0459 -1.3903 -0.3716
C 2.156811 0.126477 -2.389850 -0.2357 0.1221 -0.1340
C -0.081429 1.572110 -0.765218 0.3067 0.9936 -2.1791
C -1.774328 1.662073 1.110089 -1.6423 -0.8871 -0.3041
H -3.818258 -2.699002 3.595278 -1.4646 0.4599 0.2053
H -2.103420 2.663867 0.766123 -0.3195 -0.5998 0.3971
H -2.395226 -2.046108 4.557280 -0.6831 -0.6611 0.0125
H 2.826628 -1.630283 -1.779296 0.0932 0.2964 0.0460
H 2.565542 0.729515 -0.407409 0.7681 -0.7859 0.3483
H 3.102669 1.226835 -4.021628 0.9799 0.6280 -0.0644
H -0.875896 2.236418 -1.280829 1.0797 -0.5901 1.0396
H -3.856535 -2.180882 1.306145 -0.2179 0.4645 -0.5332
H -2.325718 -1.998692 0.333668 -0.1898 0.0798 -0.7320
H 1.351050 1.312117 -3.945718 0.0222 0.2844 -0.0561
H 4.158606 1.229632 -2.147899 -0.7557 2.0250 1.1707
H -1.057592 -0.335763 -1.210268 0.2961 0.7107 -0.7431
H -0.712540 -0.970859 3.416952 0.8878 0.4785 1.1237
H -2.467565 -3.704326 3.787872 0.2980 0.4422 0.0261
H 1.481174 0.530406 1.082563 0.1651 -0.1912 0.1064
H -2.402647 0.870528 0.475439 1.1932 1.4893 1.6577
H 0.511592 0.749745 2.546849 -0.1087 0.1300 -0.2250
H -1.966154 1.550848 2.250191 0.2410 0.0762 -2.0482
H 1.167275 2.539930 -2.160908 0.0093 0.8038 0.6528
H 1.594693 2.905416 -0.391301 -0.0480 -0.2096 -0.8412
H 0.478409 -1.405594 -2.520713 0.0779 -0.8512 -0.5693
H -2.878459 -3.530542 1.065351 0.5370 -0.2089 0.0738
H 2.147787 -0.106287 -4.412561 -0.1941 -2.0228 -1.8552
H 0.058780 2.597843 0.944523 0.5908 0.6422 0.7444
```
Forces are in eV/Å.

Calculated values
2S+1 = 1
total charge = 0
energy above the lowest of the compared OMol25 structures with the same formula, charge and spin = 70.3 kcal per mole
DFT total energy = -22083.4562 eV
SMILES = CC(C)=CC(=O)C[C@H](C)[C@@H]1C=C[C@](C)(O)[C@@H](O)C1

(4)
Computed, not measured: a molecular structure, C15H24PdS3, with ωB97M-V/def2-TZVPD.

The geometry in XYZ format:
```
43
Properties=species:S:1:pos:R:3:forces:R:3
Pd -0.341336 -0.350242 -0.190567 -0.7691 -0.4717 -0.2845
S -0.116900 -2.096046 -1.799803 0.1481 -0.1422 -0.1908
S -2.101502 -1.663459 0.799560 -0.0355 -0.1482 0.2617
S -2.057588 0.572469 -1.596224 -0.0453 0.2401 -0.1204
C 2.551774 0.102400 1.547785 0.0807 -0.0792 0.1600
C -3.554079 0.223689 -0.614951 0.0373 -0.0747 0.0513
C -0.388360 2.229078 2.726323 0.0114 -0.1032 -0.1004
C 0.679508 1.701010 1.855834 -0.0834 0.1401 0.2013
C -3.631288 -1.206253 -0.106000 0.0769 -0.0039 -0.0432
C 3.132239 0.996938 0.592273 0.0907 0.0815 -0.0293
C -1.654398 -3.318309 0.167174 0.0178 0.0438 -0.0082
C -1.372912 -3.349575 -1.323744 -0.0203 0.0920 -0.0241
C 1.222763 2.519838 0.823157 0.2690 0.1877 0.0901
C -0.837170 -1.283760 -3.269100 0.0264 0.0263 0.0496
C -2.165664 -0.595290 -3.009921 0.0127 0.0024 0.0450
C 2.504492 2.241650 0.241132 0.0040 0.0531 -0.0344
C 3.313625 -1.052439 2.024049 -0.0485 0.0415 -0.0242
C 1.293104 0.451389 2.120721 0.3149 0.1880 0.1385
C 3.181316 3.213368 -0.596499 -0.0327 -0.0557 -0.0030
H -0.941546 1.453415 3.255813 -0.0001 0.0006 -0.0080
H 0.912988 -0.155456 2.939229 -0.1095 -0.1016 -0.1383
H -0.069267 -0.581755 -3.602711 -0.0028 -0.0549 0.0132
H 4.094362 0.745868 0.152511 -0.0081 0.0209 -0.0106
H -2.974257 -1.298946 -2.821532 -0.0007 0.0132 0.0255
H -2.459946 -4.008707 0.434736 -0.0181 0.0475 -0.0380
H 3.967585 -0.671458 2.841870 0.0288 -0.0282 0.0020
H -2.452180 0.004998 -3.877982 0.0266 0.0029 0.0376
H -3.525715 0.946261 0.204074 0.0036 0.0023 -0.0542
H 0.126040 2.819978 3.510235 -0.0254 0.0175 0.0234
H 2.700682 -1.828936 2.481319 -0.0019 0.0115 0.0092
H -4.421103 0.477088 -1.231594 0.0159 -0.0505 -0.0239
H 3.949521 2.784212 -1.243833 0.0208 0.0100 0.0225
H -2.266355 -3.187305 -1.924316 0.0076 0.0089 0.0003
H 2.507047 3.894963 -1.121083 0.0014 0.0243 0.0348
H -3.798198 -1.931637 -0.901012 0.0182 0.0145 0.0154
H -1.048602 2.937285 2.223068 0.0066 -0.0061 -0.0106
H -0.932407 -2.046668 -4.047099 -0.0321 -0.0008 0.0199
H 0.721259 3.449625 0.566694 -0.0096 -0.0263 -0.0521
H 4.009738 -1.450690 1.282061 -0.0034 0.0058 -0.0032
H 3.749974 3.880084 0.106301 0.0157 0.0121 -0.0440
H -4.452643 -1.309258 0.607835 0.0378 0.0072 0.0113
H -0.959958 -4.320129 -1.610704 0.0317 0.0275 0.0189
H -0.779645 -3.609786 0.753922 -0.0579 0.0242 0.0139
```
Forces are in eV/Å.

Calculated values
2S+1 = 5
total charge = +4
energy above the lowest of the compared OMol25 structures with the same formula, charge and spin = 100.4 kcal per mole
DFT total energy = -51881.7442 eV

no.,strongest force on any atom (eV/Å)
1,2.63
2,2.75
3,5.40
4,0.95